{"formula": "C20H31I2InLuNO3S2", "method": "ωB97M-V/def2-TZVPD", "species": ["Lu", "I", "I", "In", "S", "S", "O", "O", "O", "N", "C", "C", "C", "C", "C", "C", "C", "C", "C", "C", "C", "C", "C", "C", "C", "C", "C", "C", "C", "C", "H", "H", "H", "H", "H", "H", "H", "H", "H", "H", "H", "H", "H", "H", "H", "H", "H", "H", "H", "H", "H", "H", "H", "H", "H", "H", "H", "H", "H", "H", "H"], "coordinates": [[-2.623081, 0.440452, -0.594782], [-4.272165, 1.482685, -2.643078], [2.119797, 1.096054, -0.922845], [0.274113, -0.598753, 0.505359], [-0.858802, -0.636118, -2.123977], [-1.010636, 2.400717, -0.530299], [-3.820035, -2.584913, 0.963181], [-3.541522, 0.604955, 2.882953], [-0.107094, 1.005654, 3.679058], [3.942627, -1.246063, 3.102251], [-3.406398, -1.609212, 0.504142], [-1.330280, 3.902658, 0.447811], [2.253916, -2.726206, 1.998869], [0.224919, -2.555051, -3.684231], [2.918262, -3.967826, 2.042766], [4.491455, -0.968204, 4.455016], [1.398002, -3.281841, -0.171655], [-2.178036, -1.905072, -4.116933], [-2.669852, 4.472658, -0.000228], [-0.172535, 4.859330, 0.158397], [-1.353278, 3.548119, 1.922776], [2.783425, -4.875011, 0.995335], [1.468734, -2.401645, 0.893145], [2.045931, -4.527160, -0.134116], [-3.186244, 0.552047, 1.783658], [-1.616950, -3.301114, -2.111774], [-1.125858, -2.210895, -3.049403], [4.074701, -0.056222, 2.214565], [-0.143269, 0.422880, 2.686573], [2.498349, -1.809828, 3.160145], [2.469296, -2.350958, 4.114936], [-0.101882, 5.093364, -0.910299], [0.851673, -2.998005, -1.070564], [-1.853940, -1.073333, -4.755050], [3.884022, -0.190993, 4.928700], [4.534922, -1.984601, 2.692868], [-1.001499, -3.365338, -1.206203], [-1.563371, -4.262203, -2.647097], [0.144446, -3.504060, -4.231013], [3.809969, -0.313042, 1.185472], [0.529814, -1.762857, -4.380248], [1.957132, -5.208252, -0.985840], [3.400462, 0.720305, 2.582497], [0.780427, 4.405692, 0.453940], [3.278184, -5.849531, 1.043672], [5.531095, -0.636169, 4.352831], [3.522551, -4.221109, 2.917560], [-0.371428, 3.214994, 2.253493], [-0.316918, 5.786825, 0.722849], [1.830402, -0.943656, 3.227754], [-2.853373, 5.415612, 0.535022], [-2.337780, -2.797162, -4.738822], [-2.688840, 4.653490, -1.079513], [4.446201, -1.892260, 5.040318], [-2.652429, -3.110598, -1.803889], [1.011228, -2.654869, -2.927005], [-1.652170, 4.442350, 2.487400], [-2.068715, 2.747674, 2.131462], [5.111523, 0.297647, 2.268608], [-3.130151, -1.613548, -3.654952], [-3.485995, 3.773052, 0.220721]], "forces_ev_per_a": [[-1.353, -0.026, -2.402], [0.704, -0.046, 0.959], [-1.194, 0.799, 0.486], [1.692, -1.313, -1.530], [-0.109, 0.779, 1.574], [0.718, 0.182, -1.264], [1.836, 4.278, -1.880], [1.532, -0.355, -4.770], [-0.148, -2.451, -3.802], [-0.288, -0.364, -0.460], [-2.250, -5.543, 1.697], [1.174, 0.482, 1.166], [0.239, -0.230, 0.466], [0.141, 0.243, -0.022], [-0.414, 0.349, -0.249], [0.133, 0.049, 0.552], [0.053, -0.478, -0.473], [-0.147, 0.733, 0.019], [-0.790, -0.532, -0.933], [0.251, 0.035, -0.452], [-0.222, 0.015, 0.250], [0.213, -0.220, -0.176], [-0.254, 0.403, 0.173], [-0.156, 0.354, -0.005], [-1.877, 0.976, 5.877], [-0.036, -0.130, 0.270], [0.110, -1.153, -0.304], [0.097, 0.136, -0.028], [-0.003, 2.771, 4.158], [0.919, 0.077, 0.383], [-0.193, 0.121, -0.282], [-0.103, 0.102, 0.226], [0.162, -0.236, 0.299], [-0.087, -0.275, -0.052], [0.169, -0.129, -0.052], [-0.307, 0.121, 0.100], [-0.200, -0.203, -0.250], [-0.171, 0.268, 0.272], [-0.032, 0.266, 0.093], [0.131, -0.144, 0.248], [-0.036, -0.284, 0.070], [0.081, 0.227, 0.358], [0.153, -0.021, 0.050], [-0.123, 0.162, 0.086], [-0.187, 0.358, 0.016], [-0.292, -0.070, 0.085], [-0.178, -0.031, -0.223], [0.087, 0.214, 0.101], [0.001, -0.155, -0.102], [0.254, -0.205, -0.043], [0.241, -0.207, -0.050], [0.145, 0.187, 0.184], [0.003, 0.194, 0.181], [0.073, 0.256, -0.057], [0.077, -0.173, -0.162], [-0.110, -0.069, -0.276], [0.161, -0.308, -0.005], [-0.097, 0.249, 0.073], [-0.318, -0.051, -0.126], [0.115, -0.204, -0.141], [0.011, 0.218, 0.096]], "lowdin_charge": [0.522, 0.425, 0.696, 0.376, 0.548, 0.652, 0.229, 0.222, 0.206, -0.175, -0.032, -0.888, -0.254, -0.079, 0.006, 0.031, -0.137, -0.082, -0.059, -0.077, -0.094, 0.003, -0.237, 0.001, -0.059, -0.086, -0.870, -0.003, 0.012, -0.062, 0.149, 0.108, 0.037, 0.102, 0.123, 0.185, 0.054, 0.128, 0.123, 0.044, 0.105, 0.141, 0.104, 0.084, 0.145, 0.128, 0.143, 0.076, 0.124, 0.083, 0.138, 0.129, 0.102, 0.123, 0.078, 0.066, 0.133, 0.041, 0.129, 0.062, 0.078], "multiplicity": 1, "total_charge": 4, "gap_ev": [3.85, 3.53], "max_force_ev_per_a": 6.247, "lumo_energy_ha": [-0.601, -0.607], "relative_energy_kcal_mol": 19.9, "energy_ev": -105498.46738, "e_homo_ev": [-20.2, -20.1]}

***

{"formula": "C4H7NO", "method": "ωB97M-V/def2-TZVPD", "species": ["O", "N", "C", "C", "C", "C", "H", "H", "H", "H", "H", "H", "H"], "coordinates": [[-0.403285, 1.368850, 1.725962], [1.249756, 0.746536, -2.512928], [-0.465590, -0.446053, -0.985820], [-0.157527, -1.440265, -0.137531], [0.512861, 0.225970, -1.791958], [0.229061, 1.515789, 0.704956], [-0.913969, -2.168991, 0.132615], [-0.285108, -0.911369, 1.656097], [-0.127899, 2.215349, -0.059545], [-0.277766, -0.209056, 1.971743], [1.214841, 1.038898, 0.534504], [0.867464, -1.703819, 0.101868], [-1.489601, -0.304039, -1.309711]], "forces_ev_per_a": [[0.256, 1.065, -0.366], [-0.291, -0.209, 0.468], [0.018, -0.731, -0.539], [0.099, -0.308, -1.129], [0.281, 0.245, -0.295], [-0.026, 0.622, 0.555], [-0.003, 0.355, 0.359], [-0.013, -0.096, 0.813], [0.019, -0.067, -0.260], [-0.027, -1.176, 0.238], [-0.219, 0.076, 0.120], [-0.095, 0.103, -0.096], [0.001, 0.120, 0.130]], "lowdin_charge": [-0.070, 0.155, -0.208, -0.043, -0.284, -0.174, 0.081, 0.056, 0.099, 0.086, 0.098, 0.089, 0.115], "multiplicity": 1, "smiles": "C=CC#N.[H][H].C=O", "gap_ev": 9.92, "max_force_ev_per_a": 1.200, "lumo_energy_ha": 0.001, "relative_energy_kcal_mol": 104.4, "energy_ev": -7795.11799, "e_homo_ev": -9.9}